Entry 1:
This record from the Open Molecules 2025 dataset describes a structure of composition F10N5O20S10V. The level of theory is ωB97M-V with the def2-TZVPD basis set.

Last column: Löwdin charge in e.
Element x y z (Å)
V: 0.3166 -0.0188 -0.1167  1.000
N: 0.5970 -1.2240 1.4132  -0.360
S: 0.5989 -2.8178 1.5875  0.508
O: -0.4950 -3.3774 2.3163  -0.212
O: 1.8990 -3.4222 1.5647  -0.230
F: 0.0618 -3.0301 0.0896  -0.186
S: 0.9900 -0.9137 3.0822  0.598
O: 2.3602 -0.9975 3.4824  -0.214
O: -0.0886 -1.2162 3.9638  -0.215
F: 0.8199 0.6654 2.8785  -0.188
N: -0.8850 -0.5389 -1.6216  -0.336
S: -2.3430 0.0640 -2.3443  0.595
O: -3.5301 -0.7513 -2.4524  -0.219
O: -2.0773 1.0220 -3.3876  -0.243
F: -2.7610 1.0813 -1.1931  -0.188
S: -0.8887 -1.7758 -2.6186  0.466
O: -0.8063 -1.4175 -4.0140  -0.232
O: -1.6631 -2.9324 -2.2611  -0.228
F: 0.5783 -2.2693 -2.2971  -0.176
N: -3.9469 0.7110 1.2370  -0.240
S: -2.4500 0.7742 1.9993  0.606
O: -1.3785 0.4578 1.0525  -0.418
O: -2.2894 0.5146 3.4089  -0.227
F: -2.3658 2.3603 1.9833  -0.167
S: -4.1025 -0.8497 1.4222  0.461
O: -4.6278 -1.2830 2.6880  -0.285
O: -3.0504 -1.7088 0.9066  -0.292
F: -5.2393 -1.1361 0.3079  -0.199
N: 0.7348 1.9054 0.2735  -0.341
S: 0.1409 3.4878 -0.1307  0.590
O: 0.7895 4.2060 -1.1989  -0.222
O: -0.4313 4.2625 0.9229  -0.221
F: -1.1170 2.9286 -0.9243  -0.168
S: 2.0318 2.5454 0.8731  0.442
O: 1.9052 3.2019 2.1491  -0.230
O: 2.9940 3.0352 -0.0575  -0.235
F: 2.8862 1.2487 1.2659  -0.184
N: 2.0202 -0.2216 -1.2210  -0.347
S: 3.5204 -1.0525 -1.1077  0.572
O: 4.7661 -0.3091 -1.0651  -0.222
O: 3.5613 -2.4032 -1.5988  -0.230
F: 3.2974 -1.3272 0.4405  -0.196
S: 2.5533 0.4259 -2.5630  0.490
O: 2.7313 -0.4556 -3.7049  -0.234
O: 3.3535 1.6139 -2.5392  -0.223
F: 1.0291 0.9378 -2.8908  -0.216

Kohn-Sham gap (alpha / beta) = 7.39 / 8.17 eV
LUMO energy (alpha / beta) = 0.0642 / 0.0929 hartree
2S+1 = 3
charge = -2
DFT total energy = -7703.048689 Eh



Entry 2:
This record from the Open Molecules 2025 dataset describes the molecule C3H3NO2. The level of theory is ωB97M-V with the def2-TZVPD basis set.

Last column: Löwdin charge in e.
Element x y z (Å)
C: 0.0963 -0.6800 0.0893  -0.156
C: 1.1635 0.1326 0.0083  -0.136
C: -2.2807 -0.2747 0.0015  -0.298
N: -1.2582 -0.8460 0.2912  0.113
O: -3.2533 0.2960 -0.2449  0.186
O: 1.8099 1.3961 -0.1485  -0.020
H: 0.4026 -1.7476 -0.0265  0.118
H: 2.0173 -0.4929 -0.0068  0.088
H: 1.3025 2.2166 0.0362  0.105

relative energy (zero: lowest compared OMol25 entry of this formula, charge and spin) = 279.6 kJ/mol
Kohn-Sham gap = 9.39 eV
LUMO energy = 0.0124 hartree
DFT total energy = -321.271169 Eh



Entry 3:
This record from the Open Molecules 2025 dataset describes the ion C6H10O with charge -1. The level of theory is ωB97M-V with the def2-TZVPD basis set.

Last column: Löwdin charge in e.
Element x y z (Å)
C: 3.1463 -0.6001 -0.7922  -0.182
C: 1.8625 -0.7400 -0.0197  -0.265
C: 0.9844 0.2558 0.2065  -0.249
C: -0.3162 0.0559 0.8902  -0.163
C: -1.4543 0.1529 0.1584  -0.481
O: -1.4053 0.6736 -1.1117  -0.064
C: -2.8210 0.0806 0.7414  -0.114
H: 3.9868 -0.3305 -0.1469  0.033
H: 3.4069 -1.5171 -1.3100  0.038
H: 3.0609 0.2158 -1.5176  0.053
H: 1.6793 -1.6677 0.5059  0.054
H: 1.1230 1.2698 -0.1575  0.057
H: -0.3520 -0.1300 1.9547  0.052
H: -2.2129 0.4267 -1.5910  0.066
H: -2.8152 -0.4988 1.6657  0.061
H: -3.4740 -0.4206 0.0090  0.056
H: -3.2577 1.0537 0.9880  0.047

relative energy (zero: lowest compared OMol25 entry of this formula, charge and spin) = 121.5 kJ/mol
Kohn-Sham gap (alpha / beta) = 2.57 / 7.25 eV
LUMO energy (alpha / beta) = 0.1530 / 0.1498 hartree
2S+1 = 2
charge = -1
DFT total energy = -309.741879 Eh



Entry 4:
This record from the Open Molecules 2025 dataset describes a structure of composition C4H16BO2S2Sn. The level of theory is ωB97M-V with the def2-TZVPD basis set.

Last column: Löwdin charge in e.
Element x y z (Å)
Sn: -1.3826 -0.0811 -1.2109  1.606
B: 1.0041 1.7154 -2.9462  -0.392
H: -0.0875 1.5597 -2.4606  -0.160
H: 0.8023 1.7522 -4.1058  -0.034
H: 1.4528 2.7545 -2.6360  -0.028
H: 1.6630 0.7581 -2.7330  -0.045
C: -3.8258 -2.3003 0.5720  -0.282
S: -2.2863 -2.9174 1.2929  0.890
O: -1.1532 -2.2958 0.5042  -0.691
C: -2.5765 -2.0599 2.8999  -0.227
H: -3.8196 -1.2452 0.3016  0.021
H: -4.6586 -2.4811 1.2513  0.069
H: -4.0044 -2.9502 -0.2862  0.058
H: -1.6613 -1.7849 3.4213  0.064
H: -3.2228 -2.6795 3.5184  0.065
H: -3.0822 -1.1057 2.7369  0.053
C: 2.1485 2.6091 0.1720  -0.247
S: 2.1856 0.8854 0.7264  0.893
O: 0.9586 0.0957 0.3235  -0.697
C: 3.5865 0.3054 -0.2269  -0.240
H: 2.5579 2.7407 -0.8273  0.031
H: 2.5774 3.2636 0.9247  0.061
H: 1.1028 2.8666 -0.0090  0.054
H: 3.9867 -0.5749 0.2729  0.055
H: 4.3674 1.0668 -0.2022  0.069
H: 3.3672 0.1025 -1.2739  0.054

relative energy (zero: lowest compared OMol25 entry of this formula, charge and spin) = 72.5 kJ/mol
Kohn-Sham gap = 5.78 eV
LUMO energy = -0.2364 hartree
charge = +1
DFT total energy = -1347.550420 Eh